[1]
The following is a quantum chemistry calculation of a molecular structure, C25H38AlCl45O5P in a non-equilibrium geometry, from the OMol25 dataset.

```
115
Properties=species:S:1:pos:R:3
C -1.386 4.991 -0.797
C -2.100 4.352 -1.979
O -1.230 4.067 -3.097
P -0.068 2.984 -2.869
O 1.152 3.644 -2.318
C -0.543 1.639 -1.770
C -1.801 0.811 -2.190
C -2.942 0.716 -1.162
Al -2.578 -0.144 0.649
C -1.496 1.018 1.965
C -0.182 0.355 2.296
O 0.599 1.045 3.354
C 1.670 1.721 2.927
O 1.719 2.427 1.939
O 0.203 2.449 -4.358
C 0.782 1.149 -4.515
C 2.260 1.106 -4.110
H -2.152 5.459 -0.163
H -0.838 4.287 -0.163
H -0.692 5.769 -1.132
H -2.655 3.445 -1.717
H -2.840 5.070 -2.355
H -0.645 1.980 -0.735
H 0.319 0.957 -1.781
H -1.468 -0.223 -2.373
H -2.163 1.166 -3.173
H -3.432 1.683 -0.965
H -3.712 0.079 -1.629
H -4.043 -0.291 1.360
H -1.963 -1.647 0.546
H -1.339 2.041 1.592
H -2.086 1.109 2.892
H -0.362 -0.674 2.633
H 0.427 0.304 1.386
H 2.543 1.637 3.589
H 0.740 0.959 -5.596
H 0.190 0.362 -4.032
H 2.387 0.960 -3.030
H 2.796 0.342 -4.682
H 2.705 2.082 -4.345
C -2.576 3.875 4.488
Cl -1.047 2.995 4.391
Cl -2.823 4.836 3.035
Cl -3.904 2.746 4.725
H -2.529 4.543 5.339
C 5.007 -1.344 2.919
Cl 6.299 -0.186 3.276
Cl 5.146 -2.755 3.962
Cl 3.430 -0.580 3.096
H 5.117 -1.663 1.890
C 2.131 -2.802 7.125
Cl 3.756 -3.489 7.242
Cl 1.941 -1.811 5.683
Cl 0.910 -4.075 7.145
H 1.974 -2.170 7.990
C -1.182 0.548 6.956
Cl -2.260 1.814 7.551
Cl -0.001 0.147 8.213
Cl -2.080 -0.880 6.463
H -0.654 0.930 6.089
C 1.690 6.181 0.979
Cl 3.173 6.840 1.681
Cl 0.717 5.380 2.202
Cl 0.760 7.464 0.189
H 1.965 5.449 0.230
C 3.693 -4.923 0.589
Cl 2.465 -5.582 -0.489
Cl 4.545 -3.572 -0.180
Cl 2.996 -4.418 2.121
H 4.421 -5.699 0.786
C 0.741 -3.536 -5.074
Cl 1.226 -1.998 -5.788
Cl -0.928 -3.462 -4.514
Cl 0.962 -4.859 -6.225
H 1.376 -3.724 -4.218
C 1.075 -6.470 -10.060
Cl 2.300 -5.202 -10.055
Cl 0.926 -7.206 -8.463
Cl -0.479 -5.835 -10.605
H 1.382 -7.237 -10.764
C -1.027 8.538 3.801
Cl -0.284 9.870 4.700
Cl -1.211 7.121 4.826
Cl -2.579 9.032 3.129
H -0.368 8.277 2.980
C -4.216 -6.188 -11.826
Cl -5.121 -7.165 -10.672
Cl -4.277 -6.906 -13.439
Cl -4.812 -4.530 -11.854
H -3.181 -6.167 -11.508
C 8.459 1.606 0.536
Cl 7.661 1.211 -0.984
Cl 9.941 0.661 0.730
Cl 8.803 3.333 0.635
H 7.786 1.349 1.344
C -2.414 -6.236 8.775
Cl -4.007 -5.475 8.736
Cl -1.586 -6.013 7.235
Cl -1.448 -5.599 10.106
H -2.551 -7.297 8.935
C -4.381 -5.873 4.525
Cl -3.585 -4.468 3.828
Cl -6.135 -5.753 4.352
Cl -3.785 -7.365 3.784
H -4.150 -5.907 5.582
C -1.892 10.735 7.916
Cl -1.186 12.061 8.846
Cl -2.076 9.295 8.916
Cl -3.434 11.213 7.210
H -1.216 10.496 7.106
C 0.154 -8.774 -13.650
Cl -1.297 -8.115 -12.902
Cl 0.277 -8.271 -15.333
Cl 1.607 -8.294 -12.757
H 0.088 -9.854 -13.623
```

net charge: -1
Kohn-Sham gap: 6.73 eV
calculated total energy: -616175.974 eV
HOMO: -5.49 eV

Here are the Löwdin charges for atoms 1 to 6, given in e: C -0.108; C -0.248; O -0.198; P 0.502; O -0.300; C -0.214



[2]
The following is a quantum chemistry calculation of 2 unconnected molecules or ions with the total composition C2H5N2 in a non-equilibrium geometry, from the OMol25 dataset.

```
9
Properties=species:S:1:pos:R:3
C -1.809 -0.487 -0.126
C 2.129 0.133 0.069
N -1.371 0.645 0.190
N 3.261 -0.161 0.007
H -2.564 -0.535 -0.946
H -1.205 -1.378 0.161
H -0.709 0.870 0.904
H 4.113 -0.567 -0.069
H -1.844 1.479 -0.189
```

net charge: +1
Kohn-Sham gap: 9.99 eV
calculated total energy: -5126.147 eV
energy relative to the best compared isomer or geometry (same formula, charge and spin): 86.8 kJ/mol
HOMO: -15.63 eV

Here are the Löwdin charges for atoms 1 to 6, given in e: C 0.149; C -0.061; N 0.196; N 0.088; H 0.147; H 0.144



[3]
The following is a quantum chemistry calculation of a single C2H6N4S molecule in a non-equilibrium geometry, from the OMol25 dataset.

```
13
Properties=species:S:1:pos:R:3
C -0.926 1.294 0.557
C 0.412 1.403 0.007
N -1.388 0.129 0.670
N 0.863 0.061 -0.471
N -0.533 -0.905 0.536
N -1.024 -1.962 -0.143
S 2.217 -0.505 0.301
H -1.607 2.066 0.832
H 0.479 2.073 -0.862
H 1.227 1.734 0.662
H -0.497 -2.793 -0.241
H -1.759 -1.839 -0.904
H 2.537 -0.755 -0.945
```

Kohn-Sham gap (spin up / spin down): 8.17 / 8.17 eV
calculated total energy: -18961.904 eV
energy relative to the best compared isomer or geometry (same formula, charge and spin): 496.1 kJ/mol
HOMO (spin up / spin down): -7.60 / -7.60 eV

Here are the Löwdin charges for atoms 1 to 6, given in e: C -0.147; C -0.299; N 0.017; N -0.483; N -0.143; N 0.027



Copy entry 3 word for word.
The following is a quantum chemistry calculation of a single C2H6N4S molecule in a non-equilibrium geometry, from the OMol25 dataset.

```
13
Properties=species:S:1:pos:R:3
C -0.926 1.294 0.557
C 0.412 1.403 0.007
N -1.388 0.129 0.670
N 0.863 0.061 -0.471
N -0.533 -0.905 0.536
N -1.024 -1.962 -0.143
S 2.217 -0.505 0.301
H -1.607 2.066 0.832
H 0.479 2.073 -0.862
H 1.227 1.734 0.662
H -0.497 -2.793 -0.241
H -1.759 -1.839 -0.904
H 2.537 -0.755 -0.945
```

Kohn-Sham gap (spin up / spin down): 8.17 / 8.17 eV
calculated total energy: -18961.904 eV
energy relative to the best compared isomer or geometry (same formula, charge and spin): 496.1 kJ/mol
HOMO (spin up / spin down): -7.60 / -7.60 eV

Here are the Löwdin charges for atoms 1 to 6, given in e: C -0.147; C -0.299; N 0.017; N -0.483; N -0.143; N 0.027



Question: Among the records above, which one has the highest calculated total energy?
Answer: C2H5N2



Question: Number 2 is which compound?
Answer: C2H5N2